Computed, not measured: the molecule C3H2N2S in a non-equilibrium geometry, with ωB97M-V/def2-TZVPD.

The geometry in XYZ format:
```
8
Properties=species:S:1:pos:R:3
N 1.96 -1.66 -1.28
C 1.46 -0.74 -0.77
N 1.26 0.21 0.02
C 0.15 0.73 0.45
C -1.13 0.10 0.18
S -2.63 0.54 0.69
H 0.17 1.48 1.22
H -1.25 -0.67 -0.52
```

E_HOMO = -0.360 Ha
electronic energy = -623.1237 a.u.
structure (SMILES) = N#C/N=C\C=S
total charge = 0

Okay, here come the Mulliken numbers, in e, for every atom:
1 N -0.43
2 C 0.43
3 N -0.38
4 C 0.17
5 C -0.40
6 S -0.13
7 H 0.40
8 H 0.34

Computed, not measured: the molecule C3H2N2S in a non-equilibrium geometry, with ωB97M-V/def2-TZVPD.

The geometry in XYZ format:
```
8
Properties=species:S:1:pos:R:3
H 2.66 0.73 0.02
N 1.71 0.51 -0.23
C 0.93 -0.09 0.55
S 0.54 -0.60 2.16
C -0.41 -0.32 0.71
C -1.36 -0.30 -0.15
N -1.81 -0.27 -1.23
H -2.27 0.35 -1.84
```

E_HOMO = -0.300 Ha
electronic energy = -623.0789 a.u.
structure (SMILES) = [H]/N=C1\SC1=C=N
total charge = 0

Okay, here come the Mulliken numbers, in e, for every atom:
1 H 0.26
2 N -0.59
3 C 0.39
4 S -0.26
5 C -0.46
6 C 0.71
7 N -0.32
8 H 0.27

Computed, not measured: the molecule C3H2N2S in a non-equilibrium geometry, with ωB97M-V/def2-TZVPD.

The geometry in XYZ format:
```
8
Properties=species:S:1:pos:R:3
S 1.62 0.77 0.78
C 0.29 0.14 0.14
C -0.70 0.74 -0.78
N -1.63 -0.09 -1.07
N -1.37 -1.34 -0.39
C -0.29 -1.21 0.29
H -0.71 1.75 -1.18
H 0.12 -2.03 0.91
```

E_HOMO = -0.358 Ha
electronic energy = -623.1300 a.u.
structure (SMILES) = S=C1C=NN=C1
total charge = 0

Okay, here come the Mulliken numbers, in e, for every atom:
1 S -0.23
2 C 0.61
3 C -0.27
4 N -0.34
5 N -0.35
6 C -0.24
7 H 0.43
8 H 0.40

Computed, not measured: a cluster of 2 separate species, C3H2N2S2 in total in a non-equilibrium geometry, with ωB97M-V/def2-TZVPD.

The geometry in XYZ format:
```
9
Properties=species:S:1:pos:R:3
C 0.73 -1.44 0.19
C -1.44 -0.24 -0.01
C -0.09 -0.30 0.39
N 1.58 -2.23 0.17
N -2.55 -0.18 -0.33
S 0.28 0.81 1.72
S 0.57 1.30 -1.70
H 1.72 0.83 1.77
H -0.79 1.45 -2.20
```

E_HOMO (spin up / spin down) = -0.371 / -0.352 Ha
electronic energy = -1021.2670 a.u.
total charge = 0

Okay, here come the Mulliken numbers, in e, for every atom:
1 C 0.38
2 C 0.03
3 C 0.15
4 N -0.35
5 N -0.35
6 S -0.13
7 S -0.14
8 H 0.22
9 H 0.18

Computed, not measured: the molecule C3H2N4O in a non-equilibrium geometry, with ωB97M-V/def2-TZVPD.

The geometry in XYZ format:
```
10
Properties=species:S:1:pos:R:3
O -2.36 -0.67 0.65
C -1.31 -0.47 -0.05
N -0.78 0.44 -1.01
C 0.23 1.09 -0.68
C 0.77 0.65 0.63
N 1.08 -0.68 0.84
N 0.68 -1.65 0.06
N -0.50 -1.66 -0.24
H 0.95 1.58 -1.40
H 1.23 1.36 1.21
```

E_HOMO = -0.367 Ha
electronic energy = -409.6138 a.u.
structure (SMILES) = O=c1nccnnn1
total charge = 0

Okay, here come the Mulliken numbers, in e, for every atom:
1 O -0.52
2 C 0.58
3 N -0.37
4 C 0.15
5 C -0.29
6 N -0.04
7 N -0.19
8 N -0.13
9 H 0.34
10 H 0.47

Computed, not measured: the molecule C3H2N4S in a non-equilibrium geometry, with ωB97M-V/def2-TZVPD.

The geometry in XYZ format:
```
10
Properties=species:S:1:pos:R:3
S -2.61 -0.18 -0.65
C -1.18 -0.33 0.23
N -0.85 0.95 0.86
C 0.12 1.45 0.25
N 0.68 0.96 -0.97
N 1.28 -0.23 -1.01
C 0.88 -1.42 -0.02
N -0.38 -1.43 0.46
H 0.42 2.38 0.51
H 1.63 -2.16 0.36
```

E_HOMO = -0.333 Ha
electronic energy = -732.5533 a.u.
structure (SMILES) = S=c1ncnncn1
total charge = 0

Okay, here come the Mulliken numbers, in e, for every atom:
1 S -0.24
2 C 0.30
3 N -0.33
4 C -0.02
5 N -0.23
6 N -0.07
7 C 0.08
8 N -0.29
9 H 0.45
10 H 0.35

Computed, not measured: a structure of composition C3H2N5 in a non-equilibrium geometry, with ωB97M-V/def2-TZVPD.

The geometry in XYZ format:
```
10
Properties=species:S:1:pos:R:3
C 0.74 -0.06 0.05
C -2.02 -1.50 0.22
C -1.74 -0.08 0.09
N 0.83 1.21 0.04
N 1.66 -0.89 -0.14
N 2.17 1.18 -0.30
N 2.65 -0.02 -0.34
N -0.56 -0.84 0.43
H -1.68 0.42 -0.93
H -2.05 0.58 0.89
```

E_HOMO (spin up / spin down) = -0.180 / -0.180 Ha
electronic energy = -389.1041 a.u.
total charge = -1

Okay, here come the Mulliken numbers, in e, for every atom:
1 C 0.57
2 C -0.14
3 C -0.40
4 N -0.33
5 N -0.32
6 N -0.35
7 N -0.34
8 N -0.11
9 H 0.22
10 H 0.20

Computed, not measured: a cluster of 2 separate species, C3H2NO2Se in total in a non-equilibrium geometry, with ωB97M-V/def2-TZVPD.

The geometry in XYZ format:
```
9
Properties=species:S:1:pos:R:3
C 0.14 0.22 -1.23
C 1.38 -0.54 0.78
C 0.49 0.41 0.14
N -0.03 0.10 -2.36
O 1.63 -1.56 1.31
O 1.96 0.57 0.38
Se -2.43 -0.76 0.24
H -0.14 1.06 0.73
H -2.99 0.50 0.01
```

E_HOMO = -0.110 Ha
electronic energy = -2722.1681 a.u.
total charge = -1

Okay, here come the Mulliken numbers, in e, for every atom:
1 C 0.18
2 C 0.66
3 C -0.05
4 N -0.41
5 O -0.51
6 O -0.39
7 Se -0.81
8 H 0.36
9 H -0.03

Computed, not measured: a cluster of 2 separate species, C3H2NO3 in total in a non-equilibrium geometry, with ωB97M-V/def2-TZVPD.

The geometry in XYZ format:
```
9
Properties=species:S:1:pos:R:3
C 0.34 0.05 0.16
C -0.99 -0.01 0.41
C -5.93 0.04 -0.25
N -2.08 -0.19 0.91
O -6.07 -1.09 -0.32
O -5.91 1.19 -0.21
O -3.36 -0.11 0.72
H 0.80 -0.72 -0.26
H 0.71 1.00 0.16
```

E_HOMO = -0.077 Ha
electronic energy = -395.9359 a.u.
total charge = -1

Okay, here come the Mulliken numbers, in e, for every atom:
1 C -1.04
2 C 0.28
3 C 0.74
4 N 0.02
5 O -0.38
6 O -0.38
7 O -0.71
8 H 0.26
9 H 0.21

Computed, not measured: the ion C3H2NOS2 with charge -1 in a non-equilibrium geometry, with ωB97M-V/def2-TZVPD.

The geometry in XYZ format:
```
9
Properties=species:S:1:pos:R:3
O 4.05 -0.12 -0.13
C 2.89 -0.40 -0.06
N 2.28 -1.51 0.10
C 0.82 -1.38 0.11
S -0.13 -2.70 -0.02
C 0.18 -0.04 0.10
S 1.53 1.14 0.11
H -0.55 -0.10 -0.83
H -0.55 0.34 1.00
```

E_HOMO = -0.162 Ha
electronic energy = -1041.9396 a.u.
structure (SMILES) = [O-]C1=NC(=S)CS1
total charge = -1

Okay, here come the Mulliken numbers, in e, for every atom:
1 O -0.55
2 C 0.52
3 N -0.54
4 C 0.19
5 S -0.39
6 C -0.29
7 S -0.36
8 H 0.21
9 H 0.21

Computed, not measured: the molecule C3H2NP in a non-equilibrium geometry, with ωB97M-V/def2-TZVPD.

The geometry in XYZ format:
```
7
Properties=species:S:1:pos:R:3
C -1.41 -0.01 0.07
C 0.89 0.27 0.01
C -0.18 -0.62 0.05
N -2.34 0.68 -0.02
P 2.67 0.16 0.02
H 0.51 1.26 -0.05
H -0.14 -1.74 -0.09
```

E_HOMO (spin up / spin down) = -0.319 / -0.333 Ha
electronic energy = -511.4942 a.u.
total charge = 0

Okay, here come the Mulliken numbers, in e, for every atom:
1 C 0.41
2 C -0.35
3 C -0.33
4 N -0.40
5 P 0.05
6 H 0.31
7 H 0.30

Computed, not measured: the molecule C3H2O2 in a non-equilibrium geometry, with ωB97M-V/def2-TZVPD.

The geometry in XYZ format:
```
7
Properties=species:S:1:pos:R:3
C 0.23 -0.34 -2.18
C 0.34 0.08 -0.95
C 0.03 0.05 0.34
O -0.29 -1.03 0.95
O -0.15 1.17 1.27
H 0.26 -0.48 -3.24
H -0.35 0.65 2.25
```

E_HOMO = -0.381 Ha
electronic energy = -265.8545 a.u.
structure (SMILES) = C#CC(=O)O
total charge = 0

Okay, here come the Mulliken numbers, in e, for every atom:
1 C -0.12
2 C -0.16
3 C 0.54
4 O -0.54
5 O -0.52
6 H 0.40
7 H 0.39

Computed, not measured: a cluster of 2 separate species, C3H2O2 in total in a non-equilibrium geometry, with ωB97M-V/def2-TZVPD.

The geometry in XYZ format:
```
7
Properties=species:S:1:pos:R:3
C 0.52 -0.37 0.46
C 3.55 0.08 -0.19
C -0.42 -1.02 -0.04
O 3.70 -0.69 0.66
O 3.58 0.92 -0.98
H -1.53 -0.93 -0.10
H -0.15 -1.75 -0.78
```

E_HOMO = -0.411 Ha
electronic energy = -265.8740 a.u.
total charge = 0

Okay, here come the Mulliken numbers, in e, for every atom:
1 C 0.24
2 C 0.72
3 C -0.72
4 O -0.35
5 O -0.36
6 H 0.26
7 H 0.22

Computed, not measured: the molecule C3H2O2 in a non-equilibrium geometry, with ωB97M-V/def2-TZVPD.

The geometry in XYZ format:
```
7
Properties=species:S:1:pos:R:3
C 0.35 0.50 0.34
C -0.32 -0.25 1.40
C -0.08 -0.39 -0.89
O -0.60 0.89 -0.68
O -1.04 -1.12 1.00
H 1.28 0.95 0.60
H 0.41 -0.58 -1.77
```

E_HOMO (spin up / spin down) = -0.331 / -0.329 Ha
electronic energy = -265.7628 a.u.
total charge = 0

Okay, here come the Mulliken numbers, in e, for every atom:
1 C 0.14
2 C 0.02
3 C -0.38
4 O -0.29
5 O -0.25
6 H 0.40
7 H 0.37

Computed, not measured: a structure of composition C3H2O2Sc in a non-equilibrium geometry, with ωB97M-V/def2-TZVPD.

The geometry in XYZ format:
```
8
Properties=species:S:1:pos:R:3
O 0.62 -0.53 -1.04
O -0.83 0.42 0.31
C 1.32 -0.40 0.09
C 0.37 0.17 1.04
C -0.70 -0.12 -0.92
H 0.21 -0.39 1.97
Sc -2.20 -0.20 -2.47
H 1.21 1.06 1.03
```

spin multiplicity = 2
⟨S²⟩ = 0.7514
E_HOMO (spin up / spin down) = -0.652 / -0.652 Ha
electronic energy = -1025.7899 a.u.
total charge = +2

Okay, here come the Mulliken numbers, in e, for every atom:
1 O -0.19
2 O -0.29
3 C -0.19
4 C -0.01
5 C 0.17
6 H 0.42
7 Sc 1.76
8 H 0.32

Computed, not measured: a structure of composition C3H2O2Tb in a non-equilibrium geometry, with ωB97M-V/def2-TZVPD.

The geometry in XYZ format:
```
8
Properties=species:S:1:pos:R:3
O -1.07 -0.81 1.57
C -1.00 -0.03 0.63
C 1.03 0.53 0.38
H 2.07 0.23 0.56
C 0.09 -0.04 -0.59
O 0.62 1.31 -0.66
H -1.88 0.60 0.35
Tb 0.14 -1.78 -2.25
```

spin multiplicity = 8
⟨S²⟩ = 15.8556
E_HOMO (spin up / spin down) = -0.666 / -0.672 Ha
electronic energy = -1089.4844 a.u.
total charge = +2

Okay, here come the Mulliken numbers, in e, for every atom:
1 O -0.30
2 C 0.04
3 C 0.12
4 H 0.38
5 C -0.78
6 O -0.18
7 H 0.41
8 Tb 2.32